[1]
The following is a quantum chemistry calculation of a molecular structure, C45H41N6O2PPtS, from the Open Molecules 2025 dataset.

Summary:
Frontier orbital gap (eV): 7.58
Charge: +2
Lowest unoccupied orbital energy (eV): -5.74
Energy above the lowest of the compared OMol25 structures with the same formula, charge and spin (kcal per mole): 3.04
HOMO level (eV): -13.3110

Each line ends with the Mulliken charge.
Positions of all 97 atoms, in Å:
Pt  0.30329  0.13806  -0.55969  3.37
C  -1.83765  4.00696  -1.12725  -0.70
O  -0.83016  3.82694  -2.16831  -0.51
C  -0.28698  2.64612  -1.97950  1.50
N  -0.72677  1.93600  -0.99121  0.27
C  -1.87801  2.64542  -0.39329  0.10
C  -3.17708  1.91496  -0.63425  0.39
C  -3.51056  1.49461  -1.91894  -0.27
C  -4.74943  0.92842  -2.16972  -0.84
C  -5.66831  0.78882  -1.13634  -0.59
C  -5.33789  1.20264  0.14447  -1.01
C  -4.09232  1.76316  0.39578  -0.13
C  0.86393  2.22992  -2.81938  -1.39
C  1.67690  3.00170  -3.63991  -0.78
C  2.84789  2.40730  -4.10463  -0.85
C  3.22699  1.12704  -3.71205  -0.56
C  2.34194  0.43341  -2.89493  -0.45
N  1.18620  0.97614  -2.56234  0.62
C  2.50298  -0.87141  -2.20293  0.77
N  1.79245  -1.21756  -1.17978  0.51
C  2.23380  -2.58057  -0.76751  0.64
C  3.15507  -2.97796  -1.92830  -0.35
O  3.40661  -1.72490  -2.63225  -0.49
C  1.09100  -3.51491  -0.44186  -0.20
C  0.37247  -3.26858  0.72564  0.58
C  -0.62941  -4.13046  1.13204  -0.85
C  -0.92757  -5.25715  0.37706  -0.80
C  -0.22440  -5.50568  -0.78917  -1.19
C  0.78419  -4.64059  -1.19620  -0.59
H  -2.77438  4.23345  -1.62883  0.40
H  -1.52740  4.84420  -0.50726  0.36
H  -1.69182  2.75580  0.67543  0.09
H  -2.80709  1.62060  -2.73615  0.31
H  -5.01068  0.61921  -3.17343  0.47
H  -6.64467  0.36719  -1.33462  0.47
H  -6.05579  1.10528  0.94812  0.47
H  -3.83968  2.10127  1.39289  0.56
H  1.43572  4.02716  -3.88387  0.66
H  3.50659  2.97594  -4.74709  0.49
H  4.17497  0.70673  -4.01742  0.66
H  2.82678  -2.44577  0.13981  0.14
H  2.68982  -3.63835  -2.65541  0.40
H  4.10966  -3.38381  -1.61045  0.21
H  0.62442  -2.41306  1.33905  -0.03
H  -1.16148  -3.93698  2.05463  0.57
H  -1.69311  -5.94670  0.70608  0.60
H  -0.43870  -6.38828  -1.37621  0.45
H  1.33120  -4.88622  -2.09537  0.29
C  -4.11148  -3.66179  0.67926  -1.12
C  -4.40383  -2.50717  -0.27409  -0.63
C  -3.19755  -2.05384  -1.03249  0.50
N  -2.25923  -1.32150  -0.55412  -0.61
N  -1.28404  -1.03453  -1.47366  0.54
C  -1.49306  -1.56515  -2.64811  -0.22
N  -0.65840  -1.41726  -3.70127  -0.29
S  -2.95038  -2.48443  -2.70920  -0.27
H  -5.02975  -3.97507  1.17314  0.49
H  -3.39768  -3.35561  1.44181  0.14
H  -3.69949  -4.51820  0.14782  0.32
H  -4.77870  -1.64420  0.27543  0.01
H  -5.18206  -2.79115  -0.98489  0.53
H  -0.01051  -0.64696  -3.66316  -0.03
H  -0.95360  -1.72503  -4.61108  0.27
C  3.79025  -2.35436  3.34040  -0.74
C  2.53529  -2.02906  3.83028  -0.64
C  1.78998  -1.02231  3.23101  -0.76
C  2.29915  -0.34207  2.12946  0.47
C  3.56930  -0.66627  1.64466  -0.98
C  4.31015  -1.66852  2.24791  -0.46
P  1.35374  0.94047  1.26169  1.53
C  0.03650  1.47976  2.38251  0.03
C  0.13932  2.63868  3.14817  -0.86
C  -0.89474  2.99807  4.00196  -0.77
C  -2.02504  2.19872  4.10359  -0.76
C  -2.13370  1.04599  3.33490  -0.71
C  -1.11525  0.69239  2.46469  0.11
C  2.53392  2.30895  1.15429  -0.03
C  2.55925  3.13506  0.03626  -0.28
C  3.42456  4.21664  -0.02445  -0.85
C  4.27392  4.47963  1.03971  -0.81
C  4.25644  3.66056  2.16188  -0.67
C  3.39318  2.57865  2.22212  -0.82
H  4.37157  -3.13254  3.81558  0.44
H  2.13674  -2.55006  4.69010  0.49
H  0.81971  -0.76379  3.63532  0.46
H  3.98457  -0.12572  0.80028  0.37
H  5.29828  -1.90714  1.87749  0.49
H  1.02070  3.26348  3.08357  0.43
H  -0.81202  3.89937  4.59391  0.48
H  -2.82282  2.47548  4.77977  0.45
H  -3.01745  0.42550  3.40503  0.47
H  -1.22322  -0.18484  1.83081  -0.03
H  1.90113  2.92936  -0.79401  0.62
H  3.43637  4.85335  -0.89923  0.48
H  4.95107  5.32170  0.99651  0.43
H  4.91806  3.86521  2.99242  0.47
H  3.38735  1.94602  3.10082  0.55

=====

[2]
The following is a quantum chemistry calculation of a molecular structure, C49H51BHgN6O3PS5, from the Open Molecules 2025 dataset.

Summary:
Multiplicity: 2
Frontier orbital gap (spin up / spin down) (eV): 5.76 / 6.38
Charge: -2
Lowest unoccupied orbital energy (spin up / spin down) (eV): 3.93 / 3.90
HOMO level (spin up / spin down) (eV): -1.8284 / -2.4750

Each line ends with the Mulliken spin population.
Positions of all 117 atoms, in Å:
Hg  -0.83942  0.42126  -0.37093  0.41
C  0.94550  -3.31795  4.21249  0.00
C  0.63428  -1.94922  3.70021  0.00
C  0.26754  -0.83164  4.41512  0.01
C  0.08480  0.17875  3.44042  0.01
N  0.31135  -0.31773  2.23757  0.00
N  0.66030  -1.60466  2.38686  0.02
B  1.29554  -2.44783  1.24656  0.05
N  2.22242  -1.58074  0.33391  -0.01
N  2.08793  -0.25021  0.18400  0.04
C  3.14538  0.18130  -0.48545  0.00
C  3.99929  -0.90023  -0.78819  0.00
C  3.37218  -2.00425  -0.25683  0.00
C  3.81999  -3.42649  -0.33038  0.00
C  3.36086  1.60858  -0.76695  0.02
C  2.30281  2.51791  -0.74009  0.03
C  2.51595  3.86495  -0.98217  0.01
C  3.79245  4.33221  -1.27039  0.00
C  4.85267  3.43610  -1.30865  0.00
C  4.63884  2.08840  -1.05506  0.00
N  0.23831  -3.19725  0.39636  -0.03
N  -0.75038  -2.55521  -0.25467  0.12
C  -1.41516  -3.46431  -0.94691  -0.02
C  -0.85424  -4.74188  -0.73034  0.00
C  0.19103  -4.52918  0.14050  0.00
C  1.10696  -5.56924  0.70940  0.00
C  -2.61340  -3.15936  -1.74139  0.01
C  -3.40063  -2.05067  -1.43868  -0.04
C  -4.60507  -1.83687  -2.08761  0.00
C  -5.03200  -2.71488  -3.07564  0.00
C  -4.23858  -3.80614  -3.40902  0.00
C  -3.04062  -4.02781  -2.74508  0.00
C  -0.23194  1.60166  3.62100  0.02
C  -0.07057  2.49506  2.56098  0.02
C  -0.37273  3.83746  2.71362  0.01
C  -0.82071  4.32062  3.93668  0.00
C  -0.96973  3.44372  5.00484  0.00
C  -0.67876  2.09615  4.84495  0.00
H  0.64689  -3.39006  5.25825  0.00
H  2.01331  -3.53979  4.14653  0.00
H  0.40936  -4.08142  3.64530  0.00
H  0.15928  -0.76486  5.48702  0.00
H  1.98306  -3.28169  1.77600  0.00
H  4.92717  -0.89065  -1.33918  0.00
H  4.89240  -3.46300  -0.52121  0.00
H  3.31151  -3.95104  -1.14425  0.00
H  3.61352  -3.95653  0.59877  0.00
H  1.30400  2.14999  -0.54778  0.02
H  1.67987  4.55354  -0.95785  0.00
H  3.96108  5.38400  -1.46942  0.00
H  5.85301  3.78604  -1.53886  0.00
H  5.47393  1.39801  -1.06797  0.00
H  -1.19381  -5.69118  -1.11274  0.00
H  0.66030  -6.55148  0.55345  0.00
H  1.26866  -5.42491  1.77816  0.00
H  2.07923  -5.56041  0.21479  0.00
H  -3.06689  -1.36812  -0.66761  0.04
H  -5.22239  -0.99203  -1.80470  0.00
H  -5.97704  -2.55105  -3.57993  0.00
H  -4.56479  -4.49584  -4.17947  0.00
H  -2.43194  -4.88383  -3.01237  0.00
H  0.28235  2.11632  1.61133  -0.01
H  -0.27544  4.50365  1.86486  0.00
H  -1.05952  5.37059  4.05722  0.00
H  -1.32855  3.81002  5.95943  0.00
H  -0.81568  1.41578  5.67895  0.00
C  1.39061  -2.84094  -4.32816  0.00
C  0.70140  -2.43499  -5.62278  0.00
C  1.67052  -2.46285  -6.79852  0.00
O  0.03210  -1.16751  -5.60470  0.00
P  0.39244  0.25025  -4.91797  0.00
S  -0.93585  1.50429  -5.62541  0.00
S  0.68768  0.04059  -2.95566  0.16
O  1.84327  0.48046  -5.64877  0.01
C  2.90332  1.38209  -5.26655  0.00
C  2.41463  2.68710  -4.65437  0.00
C  3.88142  0.65521  -4.35274  0.00
H  1.78003  -3.85730  -4.44848  0.00
H  0.69702  -2.82113  -3.48847  0.00
H  2.21466  -2.16574  -4.09359  0.00
H  -0.11188  -3.13980  -5.81241  0.00
H  2.42700  -1.68912  -6.66242  0.00
H  1.13823  -2.25459  -7.72893  0.00
H  2.15582  -3.44050  -6.86855  0.00
H  3.39908  1.60441  -6.21520  0.00
H  1.93501  2.49630  -3.69446  0.00
H  1.69126  3.16742  -5.31293  0.00
H  3.26408  3.35624  -4.49175  0.00
H  3.37941  0.39310  -3.42212  0.00
H  4.74175  1.29195  -4.12569  0.00
H  4.23155  -0.26182  -4.83469  0.00
O  -2.24269  2.65600  -0.16082  0.00
C  -3.56944  2.41493  -0.02741  0.03
C  -4.28020  3.75346  0.29867  0.04
C  -3.84818  4.98831  -0.06956  0.00
C  -4.74986  6.03194  0.29396  0.00
C  -5.85600  5.56639  0.93515  0.00
S  -5.79821  3.85862  1.11660  0.00
C  -3.85589  1.44805  1.14272  -0.02
C  -3.33771  1.60228  2.39384  -0.01
C  -3.70396  0.56339  3.29112  -0.01
C  -4.50713  -0.36859  2.70904  0.00
S  -4.81611  0.01626  1.06640  0.00
C  -4.16380  1.92153  -1.36964  0.02
C  -3.44024  1.72670  -2.50442  -0.01
C  -4.22639  1.32103  -3.62318  0.01
C  -5.54830  1.23603  -3.32584  0.00
S  -5.85284  1.64944  -1.68095  0.00
H  -2.90667  5.11932  -0.58645  0.01
H  -4.57684  7.07996  0.08169  0.00
H  -6.70225  6.12047  1.31522  0.00
H  -2.69001  2.43065  2.64606  0.01
H  -3.38434  0.52728  4.32527  0.00
H  -4.93950  -1.25675  3.14392  0.00
H  -2.36874  1.87527  -2.53934  0.00
H  -3.80529  1.09985  -4.59555  0.00
H  -6.37523  0.94194  -3.95636  0.00

=====

[3]
The following is a quantum chemistry calculation of 2 unconnected molecules or ions with the total composition CH3IO in a non-equilibrium geometry, from the Open Molecules 2025 dataset.

Summary:
Frontier orbital gap (eV): 10.69
Lowest unoccupied orbital energy (eV): 0.75
Energy above the lowest of the compared OMol25 structures with the same formula, charge and spin (kcal per mole): 14.24
HOMO level (eV): -9.9351
SMILES: C=O.I

Each line ends with the natural charge from an NBO analysis.
Positions of all 6 atoms, in Å:
C  -1.75289  -0.09348  0.29664  0.28
O  -0.97829  -0.89871  0.72049  -0.49
H  -2.88128  -0.02219  0.27658  0.13
H  -1.23310  0.73062  -0.36258  0.09
I  2.83097  0.03759  0.04895  -0.09
H  4.01459  0.24616  -0.98008  0.09

=====

[4]
The following is a quantum chemistry calculation of a molecular structure, C7H10 in a non-equilibrium geometry, from the Open Molecules 2025 dataset.

Summary:
Frontier orbital gap (eV): 8.30
Lowest unoccupied orbital energy (eV): 1.04
Energy above the lowest of the compared OMol25 structures with the same formula, charge and spin (kcal per mole): 132.14
HOMO level (eV): -7.2568

Each line ends with the natural charge from an NBO analysis.
Positions of all 17 atoms, in Å:
C  1.48791  -0.11451  1.19219  -0.42
C  1.22818  0.85411  0.10465  -0.25
C  1.25649  -0.75408  -0.10648  -0.21
C  -0.11403  -0.82527  -0.78892  -0.24
C  -1.56328  -0.56395  -0.53401  -0.37
C  -1.39794  0.51148  0.51554  -0.44
C  -0.20249  0.92260  -0.35741  -0.15
H  2.54934  -0.12972  1.40889  0.22
H  0.82851  -0.26815  2.03021  0.20
H  1.90348  1.66752  -0.16061  0.22
H  2.01693  -1.40736  -0.55303  0.22
H  -0.02434  -1.56343  -1.62483  0.20
H  -2.34835  -1.30615  -0.57967  0.18
H  -1.67120  0.14046  -1.43871  0.18
H  -2.29042  1.13106  0.58886  0.21
H  -1.11238  0.17712  1.51901  0.20
H  -0.54640  1.52827  -1.21567  0.22